Record 1
Below is a molecular structure, C22H42BFN4O6S, with properties calculated with ωB97M-V/def2-TZVPD.

Geometry as XYZ:
```
77
Properties=species:S:1:pos:R:3:forces:R:3:mulliken_charge:R:1
C -6.6540 -2.7727 3.9782 -0.3 0.9 0.3 -1.1599
C -7.0549 -1.5512 3.0859 0.2 -1.0 0.0 -0.5155
C -6.0202 -1.3298 1.9362 0.0 0.3 0.5 0.3989
F -5.1303 -2.4113 1.9076 -0.5 0.2 -0.2 -0.3702
C -5.1733 -0.0610 2.0862 0.0 0.5 0.1 -0.1387
C -5.6285 1.0693 2.7207 0.5 0.2 -0.2 -0.5721
C -4.7794 2.2403 2.8741 -0.2 -0.5 -0.2 -0.4382
C -3.4930 2.3246 2.4050 0.2 0.6 0.5 -0.1186
B -2.6943 3.6793 2.6979 0.0 -0.3 -1.0 0.7311
O -1.6786 4.0072 1.7907 -0.3 0.0 1.1 -0.5135
O -3.0318 4.4965 3.7631 0.9 -0.8 -0.1 -0.4493
C -3.0197 3.8456 5.0383 -1.0 0.2 0.8 -0.6896
C -2.9396 1.1930 1.6902 -2.2 0.5 0.9 0.1620
N -1.7351 1.1075 1.1514 -0.2 -1.3 -0.2 -0.5989
S -1.6825 -0.4102 0.5005 -0.8 0.7 0.6 0.2214
N -3.1561 -0.9221 0.8874 -0.1 -0.4 -0.2 -0.5699
C -3.8282 0.0236 1.5561 1.9 0.1 -0.6 0.7423
H -5.6046 -2.6824 4.3004 -0.4 -0.2 -0.3 0.2890
H -7.2581 -2.7002 4.9021 0.1 -0.3 -0.5 0.3883
H -6.8365 -3.7303 3.4725 0.2 0.3 0.2 0.2957
H -8.0360 -1.7634 2.6261 0.3 0.2 0.3 0.3110
H -7.1739 -0.6867 3.7531 0.2 -0.2 -0.4 0.2790
H -6.5880 -1.3356 0.9874 0.6 0.1 0.2 0.2886
H -6.6431 1.0985 3.1246 0.4 0.1 -0.1 0.4086
H -5.1726 3.1212 3.3949 0.0 -0.5 -0.1 0.4543
H -0.8692 3.6081 2.1469 0.1 0.2 -0.5 0.3107
H -4.0214 3.9754 5.4936 0.5 -0.1 -0.1 0.2435
H -2.8246 2.7619 4.9963 0.1 0.4 -0.2 0.3133
H -2.3003 4.3227 5.7251 -0.1 -0.1 -0.5 0.2519
C 2.8036 2.4120 -5.0964 -0.1 0.1 0.1 -0.7157
O 1.4000 2.6058 -5.1114 0.3 -0.2 -0.1 -0.3391
C 0.7402 1.8888 -6.1504 -0.5 0.2 0.1 -0.8023
C -0.1436 0.8011 -5.5680 0.3 0.0 0.2 -0.1980
N 0.6601 -0.2724 -4.9921 -0.2 0.0 0.0 -0.2432
C -0.1122 -1.2368 -4.2134 0.3 0.0 0.1 -1.0388
C -0.7774 -0.7371 -2.9302 -0.1 -0.4 0.0 -0.5530
O 0.1409 -0.3622 -1.9170 -0.1 0.3 -0.3 0.0584
C 0.5897 0.9837 -1.9901 0.3 -0.1 0.2 -0.9668
H 3.2246 3.0838 -4.3491 -0.1 0.0 0.0 0.2410
H 3.0591 1.3842 -4.8194 0.1 0.0 -0.1 0.2968
H 3.2434 2.6540 -6.0686 0.0 -0.1 0.0 0.3468
H 1.4470 1.4803 -6.8783 0.1 -0.1 0.1 0.4027
H 0.1044 2.6082 -6.6756 0.0 0.0 0.0 0.3926
H -0.7781 0.3905 -6.3588 0.0 0.0 0.0 0.4049
H -0.7899 1.2665 -4.8128 -0.1 0.1 -0.1 0.1857
H 1.3637 0.1338 -4.3880 0.0 0.0 -0.1 -0.0027
H 0.5777 -2.0391 -3.9377 -0.1 0.0 0.1 0.3317
H -0.8747 -1.6859 -4.8579 0.0 0.1 0.0 0.4764
H -1.3469 -1.5763 -2.5174 0.0 0.0 0.0 0.3176
H -1.5055 0.0608 -3.1133 0.1 0.1 0.0 0.5157
H -0.1681 1.6523 -2.4047 0.0 0.0 -0.1 0.4455
H 1.5118 1.0515 -2.5728 -0.1 0.2 -0.1 0.2246
H 0.8233 1.3134 -0.9759 -0.1 0.0 0.0 0.3343
C 6.3760 -0.0152 2.5451 0.1 -0.1 -0.1 -0.7256
O 6.3577 -1.4060 2.2794 -0.2 0.3 0.1 -0.3468
C 5.2335 -2.0755 2.8439 0.1 -0.5 -0.1 -0.7807
C 4.3140 -2.5888 1.7509 0.1 0.4 -0.1 -0.2431
N 3.6357 -1.4873 1.0753 0.0 -0.2 0.0 -0.2377
C 2.9150 -1.8889 -0.1325 0.1 0.3 0.0 -0.5474
C 3.7459 -2.4015 -1.3087 -0.4 0.0 -0.2 -0.6600
O 4.5768 -1.4142 -1.8992 0.1 -0.2 0.1 -0.4418
C 5.8539 -1.2709 -1.3020 -0.1 0.3 -0.2 -0.6221
H 7.3209 0.3822 2.1759 0.0 -0.1 0.0 0.2405
H 5.5596 0.4979 2.0266 0.0 0.1 0.1 0.3037
H 6.3130 0.1799 3.6197 -0.1 0.1 0.0 0.3450
H 4.6936 -1.4412 3.5529 0.0 0.1 -0.1 0.4025
H 5.6241 -2.9334 3.3997 0.0 0.0 0.0 0.3977
H 3.5664 -3.2537 2.1928 0.0 0.0 0.0 0.3635
H 4.9246 -3.1723 1.0498 0.0 -0.2 0.1 0.2032
H 4.3217 -0.7886 0.8193 0.0 0.0 0.0 0.0453
H 2.3643 -1.0102 -0.4762 -0.1 -0.1 -0.1 0.2256
H 2.1671 -2.6430 0.1326 0.1 0.0 0.0 0.4099
H 3.0419 -2.7002 -2.0910 0.0 0.0 0.0 0.3993
H 4.3209 -3.3006 -1.0597 0.1 0.1 0.1 0.3959
H 6.2270 -2.2114 -0.8894 -0.1 0.0 0.1 0.3050
H 5.8337 -0.5023 -0.5247 0.1 -0.1 0.1 0.2090
H 6.5476 -0.9337 -2.0737 0.0 0.0 0.0 0.2892
```
Positions in Å, forces in eV/Å.

Computed properties:
Gap between HOMO and LUMO   0.2942 Eh
Highest occupied orbital energy   -0.3154 hartree
Lowest unoccupied orbital energy   -0.58 eV
Molecular weight   520.48 g mol⁻¹
Multiplicity   1


Record 2
Below is 2 unconnected molecules or ions with the total composition C3H10OS2, with properties calculated with ωB97M-V/def2-TZVPD.

Geometry as XYZ:
```
16
Properties=species:S:1:pos:R:3:forces:R:3:mulliken_charge:R:1
S -1.8275 2.1533 -0.9998 -0.5 -0.2 -0.1 -0.1046
S 0.0692 1.4247 -1.3025 -0.3 0.0 -0.7 -0.1260
C -2.9082 0.6453 -0.9795 0.8 -0.6 0.3 -0.7634
C 1.8678 -0.0163 0.2709 0.0 1.4 0.0 -1.2749
C 0.4409 0.6035 0.2542 -0.2 0.1 0.6 -0.1819
H -2.6126 -0.0439 -1.7884 -0.1 0.4 0.3 0.2805
H -3.9962 0.8154 -1.0423 0.6 0.5 0.0 0.3268
H -2.6821 0.1686 -0.0109 -0.4 0.0 -0.5 0.2419
H 2.0297 -1.0001 -0.2008 0.0 1.2 -0.4 0.2896
H 2.1272 -0.0918 1.3403 0.2 0.0 -0.7 0.3666
H 2.5419 0.7165 -0.2037 -0.1 -0.3 0.1 0.4057
H -0.4317 -0.0593 0.4111 0.9 -0.1 0.3 0.2352
H 0.4202 1.3797 1.0433 -0.1 -0.4 -0.3 0.3000
O 1.4646 -2.2304 1.4232 0.1 -1.3 -0.4 -0.6623
H 2.3617 -2.5812 1.2219 -1.0 0.3 0.2 0.3408
H 1.1351 -1.8840 0.5631 0.2 -0.9 1.4 0.3259
```
Positions in Å, forces in eV/Å.

Computed properties:
Gap between HOMO and LUMO   0.3428 Eh
Highest occupied orbital energy   -0.3193 hartree
Energy relative to the best compared isomer or geometry (same formula, charge and spin)   22.5 kcal per mole
SMILES   CCSSC.O
Lowest unoccupied orbital energy   0.64 eV
Molecular weight   126.25 g mol⁻¹
Multiplicity   1


Record 3
Below is a molecular structure, C36H39As2Br2P2S2Ti, with properties calculated with ωB97M-V/def2-TZVPD.

Geometry as XYZ:
```
84
Properties=species:S:1:pos:R:3:forces:R:3:lowdin_spin:R:1
Ti 0.7409 0.6223 -1.2410 -2.3 -0.3 0.6 1.2203
S 2.2306 -1.2793 -1.3529 2.1 -4.4 4.4 0.1092
P 0.9790 -1.7351 0.0772 -0.2 3.6 4.7 0.0009
C 0.5764 -0.1114 0.7200 0.5 -1.1 1.0 -0.0518
P 1.3509 1.2987 1.5145 -1.1 -5.6 -1.0 0.0078
S 1.7200 2.4422 -0.0154 3.2 3.0 1.9 0.0019
C 2.7682 0.5808 2.3627 1.3 0.6 0.9 0.0019
C 3.9838 0.4032 1.6737 0.1 0.0 0.0 -0.0011
C 5.1162 -0.0974 2.3190 -0.4 0.1 -0.1 0.0009
C 5.0584 -0.4268 3.6669 -0.1 0.0 0.2 -0.0030
C 3.8666 -0.2608 4.3695 0.0 0.0 -0.4 0.0010
C 2.7314 0.2374 3.7221 0.2 -0.1 0.1 -0.0022
C 0.1656 1.8419 2.7412 -0.4 1.1 1.1 0.0016
C 0.4069 3.0616 3.3997 -0.2 -0.1 0.1 -0.0034
C -0.4375 3.5101 4.4152 0.1 -0.1 -0.2 0.0001
C -1.5396 2.7467 4.7883 0.0 0.0 -0.1 -0.0044
C -1.7999 1.5404 4.1424 0.3 0.2 -0.1 -0.0007
C -0.9546 1.0903 3.1250 -0.1 0.1 0.2 -0.0035
C 1.5825 -2.5508 1.5668 0.2 -1.9 0.0 -0.0025
C 2.8752 -3.0973 1.6122 0.1 0.0 0.4 -0.0102
C 3.3441 -3.7329 2.7631 -0.2 0.3 -0.1 0.0006
C 2.5260 -3.8379 3.8842 0.1 -0.1 0.0 -0.0163
C 1.2358 -3.3144 3.8538 0.0 0.2 -0.4 0.0009
C 0.7648 -2.6797 2.7024 0.2 -0.2 0.3 -0.0123
C -0.5824 -2.5107 -0.3085 -0.9 -0.9 -0.4 0.0084
C -0.5748 -3.8848 -0.6139 -0.2 0.1 0.0 0.0051
C -1.7620 -4.5742 -0.8573 0.2 0.2 0.0 0.0021
C -2.9768 -3.8985 -0.8036 -0.1 0.3 0.1 0.0044
C -3.0021 -2.5341 -0.5197 0.3 -0.6 0.6 0.0067
C -1.8124 -1.8414 -0.2786 -0.1 -0.7 0.9 0.0107
H 4.0658 0.6634 0.6198 -0.2 0.0 0.2 -0.0005
H 6.0434 -0.2223 1.7627 -0.2 0.0 0.1 0.0001
H 5.9404 -0.8131 4.1713 -0.1 0.1 0.0 -0.0003
H 3.8208 -0.5205 5.4228 0.0 0.0 -0.1 0.0002
H 1.8208 0.3558 4.3055 0.1 0.1 -0.2 -0.0002
H 1.2700 3.6679 3.1255 -0.1 -0.1 -0.1 -0.0003
H -0.2326 4.4537 4.9155 0.0 -0.1 -0.1 0.0002
H -2.1972 3.0942 5.5812 0.1 0.0 -0.1 -0.0004
H -2.6637 0.9478 4.4344 0.1 0.0 -0.1 0.0000
H -1.1830 0.1421 2.6480 0.3 0.1 -0.2 -0.0004
H 3.5406 -3.0207 0.7541 -0.2 0.1 0.0 0.0017
H 4.3540 -4.1353 2.7856 -0.1 0.0 0.0 0.0005
H 2.8965 -4.3266 4.7817 -0.1 0.0 -0.1 -0.0014
H 0.5967 -3.4019 4.7290 0.0 0.0 -0.1 0.0005
H -0.2503 -2.2901 2.6974 0.1 0.0 -0.1 -0.0008
H 0.3678 -4.4298 -0.6537 -0.1 0.2 0.1 0.0002
H -1.7373 -5.6368 -1.0864 0.0 0.1 0.0 0.0002
H -3.9042 -4.4342 -0.9904 0.1 0.1 0.0 0.0005
H -3.9530 -2.0074 -0.4888 0.1 0.0 0.0 0.0001
H -1.8645 -0.7763 -0.0676 0.3 -0.3 0.1 0.0041
Br 1.7998 -0.3415 -3.3100 2.8 -3.4 -6.9 0.1614
C 2.9019 1.0002 -4.0275 1.2 1.6 -1.8 0.1055
Br 2.3226 2.0489 -2.5804 2.5 5.1 -1.0 0.0901
H 2.5476 1.3705 -4.9868 0.3 0.2 0.0 0.0058
H 3.9595 0.7525 -3.9739 0.0 0.2 -0.1 0.0103
C -3.3952 1.6662 -0.1715 -0.4 -0.2 0.4 0.0148
As -1.6899 1.5124 -1.1547 -0.4 2.1 1.0 0.0517
C -0.9449 3.2373 -0.5538 -1.0 1.2 -0.2 0.0184
C -2.3250 2.1393 -2.8743 -0.8 0.8 -0.1 0.0063
C -3.1762 3.2287 -3.0947 0.2 -0.4 -0.7 0.0032
C -3.5355 3.5621 -4.4064 0.3 -0.4 0.1 0.0074
C -3.0395 2.8125 -5.4813 0.3 -0.1 0.5 0.0033
C -2.1826 1.7289 -5.2470 -0.4 0.7 0.4 0.0139
C -1.8357 1.4009 -3.9289 -0.6 0.0 -1.3 0.0463
As -0.6454 -0.0280 -3.3597 -3.1 -1.1 -0.4 0.1537
C -0.2268 -0.8069 -5.1273 -0.3 -0.2 -0.8 0.0091
C -2.0665 -1.3583 -2.9966 -1.0 -0.1 -0.5 0.0433
H -3.8411 2.6724 -0.2968 0.3 -0.5 0.0 0.0022
H -3.2054 1.4965 0.9081 -0.1 0.1 -0.6 0.0004
H -4.1048 0.8992 -0.5430 0.3 0.4 0.2 0.0010
H -1.6841 4.0530 -0.6837 0.2 -0.2 0.0 0.0027
H -0.0367 3.4676 -1.1483 -1.0 0.0 0.4 0.0037
H -0.6693 3.1623 0.5180 -0.3 0.1 -0.8 -0.0013
H -3.5567 3.8164 -2.2718 0.0 0.0 0.1 0.0001
H -4.1929 4.4018 -4.5898 0.0 0.0 0.0 0.0007
H -3.3143 3.0746 -6.4947 0.0 0.0 -0.1 0.0004
H -1.8013 1.1691 -6.0868 0.0 -0.1 -0.1 0.0009
H -1.1556 -1.0222 -5.6944 0.4 0.2 0.3 -0.0005
H 0.3238 -1.7585 -4.9809 -0.4 0.7 -0.1 0.0019
H 0.4089 -0.1037 -5.7031 -0.4 -0.5 0.2 0.0039
H -2.7730 -1.4101 -3.8501 0.3 0.0 0.3 0.0036
H -2.6300 -1.0846 -2.0823 0.4 0.0 -1.3 0.0004
H -1.6018 -2.3539 -2.8432 -0.2 0.6 -0.1 0.0003
H 0.0573 1.2786 0.2428 -1.7 -0.6 -1.3 -0.0415
```
Positions in Å, forces in eV/Å.

Computed properties:
Net charge   -1
Gap between HOMO and LUMO (spin up / spin down)   0.1379 / 0.1378 Eh
Expectation value of S²   2.164
Highest occupied orbital energy (spin up / spin down)   -0.0434 / -0.0452 hartree
Lowest unoccupied orbital energy (spin up / spin down)   2.57 / 2.52 eV
Molecular weight   955.31 g mol⁻¹
Multiplicity   3


Record 4
Below is 2 unconnected molecules or ions with the total composition C10H10N2, with properties calculated with ωB97M-V/def2-TZVPD.

Geometry as XYZ:
```
22
Properties=species:S:1:pos:R:3:forces:R:3:mulliken_charge:R:1
C 1.3116 0.2090 -2.1685 -2.5 0.3 1.8 -0.0816
C 2.5314 0.4902 -2.6628 0.7 0.2 -1.2 -0.3981
C 3.0033 -0.1102 -3.8133 -1.0 -0.9 -0.3 -0.3425
C 2.2315 -1.1495 -4.2830 0.6 0.4 -0.1 -0.3570
C 1.0461 -1.3629 -3.6249 -1.1 -6.4 -1.3 0.0139
C -1.9859 1.3938 4.3128 -2.3 -0.4 1.2 -0.1984
C -3.1086 0.7310 3.7641 1.3 1.1 0.0 -0.3204
C -2.9673 -0.0719 2.6672 4.4 0.4 0.2 -0.3771
C -1.6216 -0.2603 2.2538 0.8 1.0 1.3 -0.2733
C -0.4911 0.3960 3.0711 -1.1 -2.0 -4.2 -0.1365
H 0.9921 0.8211 -1.2829 0.0 -0.9 -0.9 0.3139
H 3.1328 1.2153 -2.2210 0.7 1.3 0.9 0.3766
H 3.8808 0.2104 -4.2971 1.1 0.2 -0.3 0.4286
H 2.4989 -1.8979 -5.0220 0.2 0.5 -0.1 0.3320
H 0.6904 -2.5039 -3.7945 -0.1 2.8 -0.2 0.1871
H -2.1611 1.7590 5.3144 0.0 1.2 -0.1 0.3414
H -4.0934 0.9547 4.0733 -0.7 0.1 1.0 0.3810
H -3.7273 -0.6522 2.2817 -1.7 -0.7 -1.2 0.4474
H -1.4972 -0.8058 1.2933 0.7 0.1 1.1 0.3208
H 0.5733 0.0672 2.8241 -1.5 0.8 0.2 0.3216
N 0.4720 -0.7720 -2.6384 1.3 2.5 1.7 -0.4727
N -0.7105 1.3391 3.9526 0.1 -1.6 0.4 -0.5066
```
Positions in Å, forces in eV/Å.

Computed properties:
Gap between HOMO and LUMO   0.3584 Eh
Highest occupied orbital energy   -0.3300 hartree
Energy relative to the best compared isomer or geometry (same formula, charge and spin)   79.8 kcal per mole
SMILES   c1ccncc1.c1ccncc1
Lowest unoccupied orbital energy   0.77 eV
Molecular weight   158.20 g mol⁻¹
Multiplicity   1


What is the formula in the fourth record?
C10H10N2


The highest molecular weight belongs to which entry?
C36H39As2Br2P2S2Ti


Which of these has the highest molecular weight?
C36H39As2Br2P2S2Ti


Look up the molecular weight of the third one.
955.31 g mol⁻¹